No. 1
{
  "formula": "C3H3CuO3",
  "method": "ωB97M-V with the def2-TZVPD basis set",
  "homo_ev": [-6.16, -6.17],
  "gap_ev": [2.34, 2.34],
  "e_tot_ev": -53933.9018,
  "total_charge": 0,
  "e_lumo_ev": [-3.82, -3.82],
  "symbols": ["H", "O", "C", "O", "O", "Cu", "H", "C", "C", "H"],
  "positions_angstrom": [[1.511, 1.019, 0.428], [-0.343, -0.043, -0.876], [-0.254, 0.101, 0.309], [0.715, 0.688, 0.990], [-1.169, -0.265, 1.224], [-0.173, 0.808, 3.041], [-3.945, -3.397, 0.989], [-4.301, -2.846, 0.123], [-5.088, -2.702, -0.826], [-1.891, -0.839, 0.856]],
  "forces_ev_per_angstrom": [[-2.19, -0.92, 0.99], [0.60, 0.21, 1.32], [-1.93, -1.04, -2.75], [3.24, 1.70, 0.32], [-0.05, -0.15, 0.64], [-0.22, -0.35, -0.66], [-0.02, 0.35, -0.36], [0.57, -0.48, 1.09], [-0.07, 0.45, -0.45], [0.07, 0.24, -0.15]]
}

No. 2
{
  "formula": "C5H10N",
  "method": "ωB97M-V with the def2-TZVPD basis set",
  "homo_ev": -14.04,
  "gap_ev": 10.58,
  "e_tot_ev": -6828.4098,
  "total_charge": 1,
  "e_lumo_ev": -3.46,
  "smiles": "C=C1C[NH2+][C@@H]1C",
  "symbols": ["C", "C", "C", "C", "C", "N", "H", "H", "H", "H", "H", "H", "H", "H", "H", "H"],
  "positions_angstrom": [[-0.270, -0.640, -0.800], [-0.729, -0.577, -2.067], [-0.161, -1.602, 0.299], [0.554, 0.412, -0.015], [0.104, 1.803, 0.342], [0.527, -0.605, 1.187], [-0.744, 0.292, -2.702], [-1.193, -1.335, -2.535], [-1.152, -1.917, 0.630], [0.432, -2.560, 0.092], [1.588, 0.253, -0.440], [-0.999, 1.968, 0.541], [0.517, 2.670, -0.269], [0.669, 1.942, 1.263], [0.158, -0.336, 2.057], [1.455, -0.767, 1.442]],
  "forces_ev_per_angstrom": [[0.13, 2.37, -2.55], [1.41, 1.81, 3.07], [-0.20, -2.93, -0.24], [-0.19, -1.13, -1.52], [0.35, 1.32, 0.30], [-0.02, 0.44, -1.73], [0.51, 0.60, 0.36], [-1.53, -3.04, -1.22], [0.22, 0.07, 0.64], [-0.53, 1.49, 0.53], [-0.81, 0.99, 0.73], [1.34, -0.54, -0.39], [-0.68, -1.52, 0.18], [-0.29, 0.54, 0.53], [-1.76, 0.62, 1.18], [2.04, -1.10, 0.14]]
}

No. 3
{
  "formula": "C39H46P2Re",
  "method": "ωB97M-V with the def2-TZVPD basis set",
  "homo_ev": [-13.23, -13.23],
  "spin_multiplicity": 4,
  "gap_ev": [4.44, 4.81],
  "e_tot_ev": -61876.4858,
  "s2": 3.830,
  "total_charge": 2,
  "e_lumo_ev": [-8.79, -8.43],
  "symbols": ["Re", "C", "C", "C", "C", "C", "C", "C", "C", "C", "H", "H", "H", "H", "H", "H", "H", "H", "H", "H", "H", "H", "H", "H", "H", "P", "P", "C", "C", "C", "C", "C", "C", "C", "C", "C", "C", "C", "C", "C", "C", "C", "C", "C", "C", "C", "C", "C", "C", "C", "C", "C", "C", "H", "H", "H", "H", "H", "H", "H", "H", "H", "H", "H", "H", "H", "H", "H", "H", "H", "H", "H", "H", "H", "H", "C", "C", "C", "C", "H", "H", "H", "H", "H", "H", "H", "H", "H"],
  "positions_angstrom": [[0.193, 0.107, 2.251], [-1.537, 0.664, -4.397], [-1.527, -0.634, -4.078], [-0.771, -1.705, -4.819], [0.652, -1.329, -5.314], [1.454, -0.478, -4.372], [1.470, 0.860, -4.362], [0.641, 1.762, -5.224], [-0.797, 1.281, -5.551], [1.791, 0.028, 3.611], [-2.131, 1.380, -3.814], [-2.171, -1.008, -3.279], [-1.357, -2.042, -5.694], [-0.687, -2.591, -4.166], [1.202, -2.276, -5.439], [0.578, -0.868, -6.311], [2.082, -1.053, -3.680], [2.207, 1.405, -3.774], [1.171, 1.947, -6.175], [0.574, 2.750, -4.733], [-1.360, 2.175, -5.861], [-0.757, 0.603, -6.414], [1.762, 1.008, 4.116], [2.807, -0.176, 3.241], [1.500, -0.760, 4.322], [-1.227, -0.728, 0.734], [1.791, 0.045, 0.688], [-0.270, -0.965, -0.805], [1.056, -0.727, -0.788], [-2.198, -2.286, 0.848], [-2.529, -3.035, -0.294], [-3.305, -4.193, -0.176], [-3.736, -4.628, 1.081], [-3.355, -3.915, 2.225], [-2.575, -2.763, 2.109], [-2.508, 0.540, 0.260], [-2.061, 1.860, 0.159], [-2.979, 2.892, -0.068], [-4.332, 2.592, -0.243], [-4.773, 1.266, -0.161], [-3.869, 0.235, 0.105], [3.278, -1.023, 0.926], [3.075, -2.313, 1.434], [4.168, -3.166, 1.614], [5.454, -2.728, 1.277], [5.655, -1.418, 0.825], [4.571, -0.551, 0.667], [2.488, 1.662, 0.139], [2.771, 2.629, 1.109], [3.270, 3.877, 0.720], [3.488, 4.158, -0.631], [3.176, 3.195, -1.604], [2.657, 1.956, -1.217], [-0.818, -1.269, -1.701], [1.764, -1.045, -1.557], [-2.175, -2.727, -1.274], [-3.569, -4.757, -1.073], [-4.361, -5.518, 1.172], [-3.660, -4.256, 3.214], [-2.260, -2.234, 3.007], [-0.999, 2.086, 0.294], [-2.631, 3.924, -0.107], [-5.043, 3.394, -0.452], [-5.830, 1.033, -0.299], [-4.211, -0.798, 0.190], [2.067, -2.642, 1.701], [4.014, -4.169, 2.012], [6.301, -3.411, 1.363], [6.659, -1.064, 0.590], [4.723, 0.479, 0.348], [2.593, 2.407, 2.161], [3.487, 4.627, 1.482], [3.902, 5.122, -0.932], [3.334, 3.415, -2.658], [2.374, 1.211, -1.955], [-2.547, 1.868, 4.710], [-1.184, 1.171, 4.562], [-0.624, 0.789, 5.935], [-1.351, -0.090, 3.664], [-3.274, 1.188, 5.171], [-2.925, 2.174, 3.730], [-2.453, 2.757, 5.344], [-0.497, 1.885, 4.067], [-1.105, -0.131, 6.286], [0.460, 0.626, 5.892], [-0.833, 1.587, 6.662], [-1.129, -1.026, 4.203], [-2.367, -0.127, 3.233]],
  "forces_ev_per_angstrom": [[-0.58, 4.52, 8.36], [-0.12, -0.10, 0.33], [-0.18, 0.36, -0.37], [0.10, -0.37, -0.02], [-0.19, -0.41, -0.24], [0.11, 0.39, 0.17], [0.30, -0.48, -0.26], [-0.22, 0.38, -0.15], [0.11, 0.28, -0.31], [1.25, -0.81, -0.69], [0.11, -0.45, -0.03], [-0.01, 0.29, -0.04], [0.15, 0.08, 0.32], [-0.05, 0.26, -0.17], [-0.19, 0.33, -0.16], [0.20, -0.14, 0.44], [0.06, 0.38, -0.24], [-0.13, -0.31, 0.06], [-0.16, -0.01, 0.25], [0.06, -0.36, -0.12], [0.17, -0.37, -0.10], [-0.21, 0.21, 0.30], [-0.21, 0.02, -0.34], [-0.31, 0.11, 0.49], [0.00, 0.00, -0.20], [-2.99, -2.41, -4.49], [3.79, -1.13, -4.30], [0.83, 0.33, 0.01], [-0.60, -0.25, 0.14], [0.56, -0.31, 0.43], [-0.04, 0.03, 0.11], [0.10, 0.19, 0.08], [0.15, 0.34, 0.13], [0.02, -0.02, -0.21], [-0.16, -0.07, 0.04], [0.45, -0.01, 0.62], [-0.31, 0.34, 0.20], [0.16, -0.24, -0.06], [0.18, -0.17, 0.02], [0.21, 0.00, -0.05], [0.14, -0.04, 0.15], [-0.19, 0.20, 0.52], [0.38, -0.03, -0.03], [-0.13, 0.21, -0.14], [-0.18, 0.24, -0.09], [-0.08, -0.19, 0.04], [-0.23, -0.19, 0.01], [-0.74, 0.14, 0.36], [0.01, 0.19, -0.17], [-0.01, -0.18, 0.09], [-0.09, -0.35, -0.10], [-0.03, -0.06, 0.42], [0.06, 0.01, 0.04], [0.42, -0.09, 0.23], [-0.51, 0.36, -0.16], [-0.22, -0.10, 0.13], [0.10, 0.20, 0.29], [0.24, 0.26, -0.04], [0.07, 0.05, -0.27], [-0.25, -0.29, -0.29], [-0.19, 0.08, -0.16], [-0.10, -0.24, -0.06], [0.20, -0.26, 0.12], [0.32, 0.05, 0.03], [0.03, 0.34, -0.01], [0.23, -0.05, -0.12], [0.05, 0.26, -0.15], [-0.25, 0.25, 0.06], [-0.27, -0.13, 0.09], [0.05, -0.30, 0.00], [0.15, 0.15, -0.15], [-0.03, -0.19, -0.23], [-0.18, -0.31, 0.11], [-0.06, -0.07, 0.24], [0.13, 0.23, 0.12], [0.02, 0.14, -0.35], [-0.08, -0.45, -0.21], [0.28, 0.04, -0.12], [-1.92, -0.52, -0.68], [0.21, 0.10, -0.09], [-0.07, 0.00, 0.14], [0.01, -0.17, -0.15], [0.17, 0.32, 0.06], [0.07, 0.20, 0.04], [-0.25, -0.02, 0.25], [0.17, -0.24, -0.24], [-0.11, 0.11, -0.21], [0.21, -0.12, 0.71]]
}

No. 4
{
  "formula": "C42H45AsGeN2O3S4SbSeW",
  "method": "ωB97M-V with the def2-TZVPD basis set",
  "homo_ev": [-3.76, -4.69],
  "spin_multiplicity": 3,
  "gap_ev": [5.66, 6.40],
  "e_tot_ev": -287814.2092,
  "s2": 2.050,
  "total_charge": -1,
  "e_lumo_ev": [1.90, 1.72],
  "symbols": ["W", "C", "O", "C", "C", "C", "C", "C", "C", "N", "N", "C", "C", "O", "C", "C", "C", "C", "C", "C", "C", "C", "H", "H", "H", "H", "H", "H", "H", "H", "H", "H", "H", "H", "H", "S", "As", "S", "S", "S", "C", "C", "O", "H", "H", "H", "C", "C", "C", "C", "C", "C", "Sb", "C", "C", "C", "C", "C", "C", "C", "C", "C", "C", "C", "C", "H", "H", "H", "H", "H", "H", "H", "H", "H", "H", "H", "H", "H", "H", "H", "C", "Ge", "C", "C", "C", "Se", "C", "H", "H", "H", "H", "H", "H", "H", "H", "H", "H", "H", "H", "H", "H"],
  "positions_angstrom": [[1.703, 1.438, 0.358], [-0.720, -0.559, 3.484], [-0.600, -0.006, 2.199], [-1.593, -0.248, 1.307], [-2.680, -1.052, 1.623], [-3.687, -1.299, 0.697], [-3.574, -0.743, -0.558], [-2.474, 0.041, -0.882], [-1.455, 0.341, 0.031], [-0.344, 1.135, -0.392], [-0.717, 1.703, -1.577], [0.105, 1.769, -2.621], [1.401, 1.239, -2.651], [1.945, 0.723, -1.554], [2.153, 1.241, -3.846], [1.658, 1.789, -4.990], [0.359, 2.387, -5.004], [-0.167, 2.985, -6.169], [-1.408, 3.564, -6.168], [-2.175, 3.570, -4.989], [-1.684, 2.996, -3.844], [-0.412, 2.388, -3.828], [-1.636, -0.217, 3.979], [0.152, -0.219, 4.033], [-0.710, -1.654, 3.451], [-2.739, -1.513, 2.597], [-4.519, -1.940, 0.956], [-4.325, -0.935, -1.314], [-2.385, 0.428, -1.884], [3.152, 0.825, -3.803], [2.255, 1.798, -5.894], [0.436, 2.980, -7.070], [-1.795, 4.020, -7.071], [-3.153, 4.034, -4.982], [-2.260, 3.005, -2.929], [3.180, 3.134, 1.758], [3.305, 3.160, -0.388], [1.322, 3.766, -0.812], [3.696, 0.116, 0.309], [4.975, 3.188, -1.616], [4.130, 0.174, 3.080], [3.162, -0.295, 1.999], [1.925, 0.391, 2.038], [3.661, 0.046, 4.059], [4.404, 1.217, 2.943], [5.029, -0.443, 3.042], [2.564, -4.525, 2.701], [3.338, -4.114, 1.627], [3.538, -2.761, 1.383], [2.960, -1.797, 2.200], [2.216, -2.220, 3.295], [2.010, -3.569, 3.543], [0.652, -2.099, -0.420], [1.813, -3.296, -1.758], [1.622, -4.660, -1.986], [2.490, -5.366, -2.808], [3.565, -4.723, -3.410], [3.766, -3.367, -3.189], [2.898, -2.661, -2.369], [-0.920, -3.566, -0.164], [-1.160, -4.139, 1.083], [-2.246, -4.980, 1.289], [-3.117, -5.258, 0.246], [-2.893, -4.696, -1.003], [-1.806, -3.856, -1.203], [2.388, -5.578, 2.880], [3.771, -4.842, 0.953], [4.121, -2.457, 0.523], [1.785, -1.483, 3.958], [1.412, -3.872, 4.396], [0.789, -5.173, -1.521], [2.330, -6.424, -2.978], [4.240, -5.278, -4.050], [4.601, -2.859, -3.656], [3.062, -1.601, -2.194], [-0.485, -3.927, 1.905], [-2.416, -5.419, 2.266], [-3.969, -5.907, 0.407], [-3.573, -4.904, -1.821], [-1.649, -3.414, -2.181], [-4.739, 3.921, 2.041], [-2.866, 4.315, 1.659], [-2.389, 6.040, 2.428], [-2.527, 4.284, -0.248], [-1.773, 2.886, 2.440], [0.137, 3.259, 2.151], [0.691, 2.901, 3.969], [-5.387, 4.671, 1.586], [-4.918, 3.921, 3.117], [-5.008, 2.943, 1.640], [-2.873, 6.845, 1.875], [-1.309, 6.183, 2.374], [-2.700, 6.101, 3.472], [-3.100, 5.051, -0.770], [-2.781, 3.304, -0.653], [-1.467, 4.454, -0.444], [-2.041, 1.970, 1.923], [-1.924, 2.739, 3.508], [0.197, 3.625, 4.613], [1.770, 3.019, 4.030], [0.416, 1.888, 4.233]],
  "forces_ev_per_angstrom": [[-0.37, 0.31, 0.29], [-0.03, -0.03, -0.04], [-0.03, 0.20, -0.03], [0.04, -0.16, 0.10], [-0.09, 0.03, -0.12], [0.06, -0.01, 0.12], [0.03, 0.05, -0.07], [-0.19, -0.10, -0.10], [0.23, 0.17, 0.03], [0.04, -0.14, 0.20], [-0.03, 0.07, -0.04], [-0.11, 0.05, -0.05], [0.04, -0.14, 0.04], [0.02, 0.29, 0.10], [0.07, -0.10, 0.16], [-0.15, 0.06, -0.03], [0.15, -0.05, -0.10], [0.04, -0.02, 0.00], [-0.06, 0.02, 0.02], [0.03, 0.01, -0.06], [0.02, -0.01, -0.02], [-0.13, 0.03, 0.17], [0.04, 0.01, 0.02], [0.00, 0.04, 0.03], [-0.03, 0.01, 0.01], [0.00, 0.00, 0.03], [0.00, -0.01, 0.02], [0.01, 0.00, -0.01], [-0.02, -0.01, 0.01], [0.00, -0.01, 0.00], [-0.02, 0.02, -0.02], [0.00, 0.00, 0.00], [-0.01, 0.00, 0.00], [0.00, 0.01, -0.01], [0.01, -0.01, 0.01], [0.11, 0.01, -0.23], [0.74, 0.16, -0.46], [0.00, -0.09, -0.03], [0.13, 0.00, 0.10], [-0.32, 0.10, 0.27], [-0.03, 0.10, 0.01], [0.11, -0.15, -0.05], [-0.20, -0.12, -0.14], [0.01, -0.02, 0.01], [-0.02, -0.03, -0.03], [0.01, 0.00, 0.02], [-0.01, 0.01, -0.03], [-0.03, -0.04, 0.02], [0.05, 0.05, -0.06], [-0.08, 0.07, 0.05], [-0.03, -0.07, 0.08], [-0.02, 0.04, -0.01], [-0.22, -0.44, -0.14], [0.10, 0.03, 0.10], [-0.02, 0.08, -0.01], [0.02, -0.03, -0.03], [-0.01, 0.00, 0.01], [0.00, -0.03, -0.02], [-0.01, 0.06, -0.01], [0.00, 0.11, -0.05], [0.03, 0.00, -0.02], [0.01, -0.02, 0.04], [-0.03, -0.02, 0.00], [-0.04, -0.01, -0.03], [0.08, -0.01, 0.02], [0.01, 0.00, 0.00], [0.00, -0.01, 0.01], [-0.01, 0.01, 0.00], [0.03, 0.00, -0.02], [0.00, -0.01, -0.01], [-0.01, -0.02, 0.02], [0.00, 0.00, 0.00], [0.00, 0.00, 0.00], [0.01, 0.01, 0.00], [0.01, -0.03, -0.02], [0.02, 0.00, 0.04], [0.01, 0.01, 0.00], [0.00, 0.00, -0.01], [0.00, 0.00, 0.00], [-0.01, 0.01, -0.01], [-0.09, 0.00, 0.01], [0.03, -0.05, 0.05], [0.05, 0.09, 0.07], [0.01, 0.00, -0.11], [0.12, 0.03, -0.10], [-0.01, -0.23, -0.20], [0.01, -0.03, 0.05], [-0.02, -0.01, 0.00], [-0.03, -0.02, 0.00], [-0.02, -0.01, 0.01], [0.00, 0.02, 0.01], [-0.01, 0.02, 0.00], [0.01, 0.02, 0.01], [-0.02, 0.00, -0.01], [0.02, 0.01, -0.02], [0.00, 0.00, -0.04], [0.06, -0.08, 0.04], [-0.04, 0.07, 0.03], [0.02, -0.03, 0.06], [-0.05, 0.02, -0.03], [-0.03, -0.11, 0.08]]
}

No. 5
{
  "formula": "C3H6O2",
  "method": "ωB97M-V with the def2-TZVPD basis set",
  "homo_ev": -8.31,
  "gap_ev": 8.84,
  "e_tot_ev": -7298.8014,
  "total_charge": 0,
  "e_lumo_ev": 0.52,
  "symbols": ["O", "C", "C", "O", "C", "H", "H", "H", "H", "H", "H"],
  "positions_angstrom": [[1.527, -0.975, 0.448], [0.274, -0.358, 0.667], [0.349, 1.154, 0.492], [-0.811, 0.901, -0.856], [-0.701, -0.523, -0.491], [2.082, -0.251, 0.115], [-0.117, -0.746, 1.616], [-0.362, 1.664, 1.158], [-0.228, 1.102, -1.601], [-1.709, -0.851, -0.231], [-0.305, -1.116, -1.319]],
  "forces_ev_per_angstrom": [[0.19, 0.14, -0.12], [-0.25, 0.03, 0.01], [-0.21, -0.08, 0.18], [0.23, 0.16, -0.13], [-0.05, -0.21, 0.03], [0.00, -0.16, 0.09], [0.07, 0.10, -0.12], [0.10, -0.08, -0.12], [-0.16, -0.05, 0.07], [0.15, 0.06, -0.01], [-0.08, 0.09, 0.12]]
}

> Number 2 is which compound?

C5H10N

Repeat the first record exactly.
{
  "formula": "C3H3CuO3",
  "method": "ωB97M-V with the def2-TZVPD basis set",
  "homo_ev": [-6.16, -6.17],
  "gap_ev": [2.34, 2.34],
  "e_tot_ev": -53933.9018,
  "total_charge": 0,
  "e_lumo_ev": [-3.82, -3.82],
  "symbols": ["H", "O", "C", "O", "O", "Cu", "H", "C", "C", "H"],
  "positions_angstrom": [[1.511, 1.019, 0.428], [-0.343, -0.043, -0.876], [-0.254, 0.101, 0.309], [0.715, 0.688, 0.990], [-1.169, -0.265, 1.224], [-0.173, 0.808, 3.041], [-3.945, -3.397, 0.989], [-4.301, -2.846, 0.123], [-5.088, -2.702, -0.826], [-1.891, -0.839, 0.856]],
  "forces_ev_per_angstrom": [[-2.19, -0.92, 0.99], [0.60, 0.21, 1.32], [-1.93, -1.04, -2.75], [3.24, 1.70, 0.32], [-0.05, -0.15, 0.64], [-0.22, -0.35, -0.66], [-0.02, 0.35, -0.36], [0.57, -0.48, 1.09], [-0.07, 0.45, -0.45], [0.07, 0.24, -0.15]]
}